No. 1
Here is a molecular structure, C33H75AsF6N9O3 at a distorted geometry from the Open Molecules 2025 dataset. Energies are from the ωB97M-V functional and the def2-TZVPD basis.

Geometry as XYZ:
```
127
C33H75AsF6N9O3 | the Open Molecules 2025 dataset | the ωB97M-V functional and the def2-TZVPD basis
As 0.06 1.20 0.93
F -0.27 2.88 1.30
F -0.78 0.66 2.36
F 0.31 -0.45 0.46
F 0.95 1.75 -0.50
F 1.56 1.16 1.84
F -1.39 1.27 -0.05
C -1.48 5.25 3.91
C -2.87 4.75 4.34
N -3.31 3.76 3.33
C -3.07 2.42 3.35
C -3.60 1.89 2.22
N -4.15 2.92 1.51
C -3.99 4.05 2.22
C -4.78 2.85 0.22
H -1.49 5.66 2.90
H -0.75 4.44 3.89
H -1.16 6.02 4.60
H -3.55 5.60 4.32
H -2.82 4.28 5.31
H -2.61 1.92 4.18
H -3.54 0.91 1.80
H -4.28 5.03 1.87
H -5.83 3.12 0.22
H -4.81 1.82 -0.13
H -4.21 3.44 -0.50
C 2.72 -6.51 -0.52
C 1.69 -5.83 -1.39
N 2.13 -4.49 -1.81
C 2.03 -3.94 -3.07
C 2.34 -2.62 -3.01
N 2.57 -2.35 -1.68
C 2.44 -3.48 -0.98
C 2.80 -1.01 -1.15
H 3.72 -6.64 -0.94
H 2.36 -7.52 -0.32
H 2.88 -5.96 0.41
H 0.69 -5.79 -0.97
H 1.67 -6.40 -2.32
H 1.77 -4.57 -3.90
H 2.53 -1.85 -3.74
H 2.52 -3.52 0.09
H 2.25 -0.20 -1.61
H 3.80 -0.75 -1.53
H 2.83 -1.00 -0.07
C -1.20 -1.18 -2.19
C -2.15 -1.19 -3.40
N -3.13 -2.30 -3.28
C -4.33 -2.20 -2.59
C -4.94 -3.40 -2.71
N -4.16 -4.21 -3.51
C -3.06 -3.52 -3.82
C -4.47 -5.54 -4.05
H -1.77 -1.33 -1.27
H -0.70 -0.22 -2.06
H -0.49 -1.98 -2.39
H -1.64 -1.34 -4.35
H -2.81 -0.34 -3.56
H -4.68 -1.27 -2.18
H -5.88 -3.76 -2.32
H -2.22 -3.82 -4.43
H -3.77 -5.81 -4.83
H -5.48 -5.52 -4.46
H -4.47 -6.30 -3.27
C 7.22 1.48 2.35
N 5.81 2.05 2.23
C 5.55 2.96 3.42
C 5.86 2.97 1.04
C 4.74 1.01 2.00
C 4.70 -0.10 3.07
O 5.86 -0.88 3.13
H 7.38 0.90 1.45
H 7.36 0.87 3.23
H 7.90 2.33 2.47
H 6.47 3.50 3.61
H 5.42 2.32 4.29
H 4.61 3.48 3.27
H 4.89 3.45 0.98
H 5.96 2.36 0.14
H 6.71 3.64 1.13
H 4.92 0.59 1.01
H 3.82 1.59 1.97
H 3.79 -0.69 2.96
H 4.53 0.41 4.02
H 5.94 -1.43 2.35
C -1.11 -3.01 1.80
N -2.19 -3.56 2.68
C -1.65 -4.80 3.37
C -2.55 -2.55 3.74
C -3.39 -3.92 1.82
C -3.31 -5.25 1.05
O -2.15 -5.33 0.24
H -0.77 -3.75 1.08
H -0.30 -2.71 2.47
H -1.47 -2.10 1.34
H -2.45 -5.33 3.88
H -0.87 -4.45 4.05
H -1.13 -5.41 2.63
H -3.06 -1.72 3.26
H -1.63 -2.27 4.23
H -3.13 -3.11 4.47
H -3.45 -3.09 1.11
H -4.31 -3.86 2.39
H -4.18 -5.23 0.40
H -3.37 -6.09 1.75
H -2.02 -6.23 -0.09
C 0.46 4.56 -1.54
N 0.01 4.34 -2.98
C -0.11 2.89 -3.26
C -1.34 4.99 -3.09
C 0.94 4.94 -4.02
C 1.26 6.40 -3.83
O 2.08 6.60 -2.71
H 1.47 4.25 -1.33
H -0.26 3.95 -1.00
H 0.32 5.61 -1.31
H -0.27 2.80 -4.34
H -0.82 2.39 -2.62
H 0.88 2.47 -3.08
H -1.32 6.05 -2.89
H -2.05 4.49 -2.43
H -1.72 4.84 -4.10
H 0.47 4.73 -4.98
H 1.91 4.47 -3.85
H 0.40 7.07 -3.83
H 1.84 6.68 -4.72
H 2.38 7.51 -2.61
```

Properties
* charge: +5
* M: 834.9 Da
* max |F|: 2.40 eV/A
* relative energy (zero: lowest compared OMol25 entry of this formula, charge and spin): 4.25 kcal/mol
* 2S+1: 1



No. 2
Here is 8 unconnected molecules or ions with the total composition C33H75N3O5 at a distorted geometry from the Open Molecules 2025 dataset. Energies are from the ωB97M-V functional and the def2-TZVPD basis.

Geometry as XYZ:
```
116
C33H75N3O5 | the Open Molecules 2025 dataset | the ωB97M-V functional and the def2-TZVPD basis
C -4.86 -0.38 0.34
C -4.40 0.32 -0.95
N -4.78 -0.40 -2.16
C -4.45 0.40 -3.33
C -5.65 1.28 -3.71
C -4.09 -1.72 -2.15
C -4.51 -2.62 -3.30
H -5.00 0.27 1.20
H -4.27 -1.25 0.63
H -5.85 -0.80 0.16
H -4.82 1.32 -0.95
H -3.32 0.51 -0.89
H -3.63 1.10 -3.11
H -4.15 -0.16 -4.21
H -5.79 2.05 -2.95
H -5.45 1.73 -4.69
H -6.59 0.74 -3.63
H -4.36 -2.21 -1.22
H -3.00 -1.57 -2.03
H -3.86 -3.49 -3.34
H -4.32 -2.14 -4.26
H -5.56 -2.88 -3.14
C -0.09 0.43 -4.07
C 0.87 -0.41 -4.98
N 0.42 -1.80 -4.88
C -0.32 -2.16 -6.09
C -1.40 -3.25 -5.95
C 1.59 -2.71 -4.73
C 1.95 -2.85 -3.24
H 0.17 0.35 -3.01
H -1.13 0.16 -4.24
H -0.07 1.48 -4.39
H 0.78 -0.04 -6.00
H 1.89 -0.21 -4.64
H -0.85 -1.26 -6.42
H 0.31 -2.39 -6.96
H -1.98 -3.13 -5.04
H -2.06 -3.40 -6.80
H -0.81 -4.16 -5.76
H 2.43 -2.35 -5.35
H 1.38 -3.69 -5.15
H 1.08 -2.67 -2.63
H 2.83 -2.24 -3.03
H 2.23 -3.90 -3.15
C 4.19 0.57 6.19
C 4.41 0.33 4.71
N 3.28 0.71 3.82
C 3.66 0.44 2.42
C 3.26 -0.97 2.01
C 2.92 2.15 3.92
C 1.44 2.31 3.60
H 4.91 -0.04 6.74
H 3.14 0.38 6.44
H 4.40 1.59 6.51
H 5.35 0.75 4.34
H 4.43 -0.75 4.50
H 3.22 1.18 1.74
H 4.73 0.62 2.25
H 4.06 -1.63 2.34
H 2.27 -1.25 2.37
H 3.26 -1.06 0.92
H 3.59 2.81 3.36
H 3.04 2.45 4.97
H 1.28 2.01 2.56
H 1.26 3.39 3.67
H 0.68 1.76 4.16
C 3.56 0.89 -1.36
C 5.02 0.97 -1.09
O 5.80 0.05 -1.12
C 5.43 2.37 -0.75
H 3.19 -0.08 -1.02
H 3.33 1.10 -2.40
H 2.92 1.55 -0.77
H 4.90 2.90 0.04
H 5.35 2.98 -1.66
H 6.50 2.39 -0.55
C -0.79 0.09 -0.04
C -0.88 1.19 0.95
O -1.56 1.09 1.95
C -0.23 2.49 0.59
H 0.24 -0.27 0.14
H -0.90 0.34 -1.09
H -1.43 -0.74 0.24
H 0.72 2.32 0.08
H 0.02 3.09 1.46
H -0.81 3.16 -0.04
C -2.76 -0.23 4.85
C -1.35 -0.36 5.34
O -0.87 0.47 6.07
C -0.53 -1.60 4.95
H -3.18 -1.24 4.87
H -2.74 0.11 3.82
H -3.35 0.38 5.53
H 0.01 -1.87 5.85
H 0.17 -1.25 4.18
H -1.10 -2.42 4.52
C 0.57 6.41 1.71
C 0.35 6.83 3.12
O 1.05 7.70 3.60
C -0.64 5.98 3.88
H -0.40 6.36 1.19
H 1.06 5.43 1.74
H 1.30 6.95 1.11
H -1.45 6.02 3.15
H -0.95 6.37 4.85
H -0.36 4.93 3.88
C -0.62 -3.76 -0.21
C -0.48 -5.17 -0.73
O -0.52 -5.43 -1.90
C -0.24 -6.28 0.29
H -1.38 -3.21 -0.78
H 0.35 -3.26 -0.31
H -1.05 -3.74 0.79
H 0.77 -6.66 0.14
H -1.01 -7.05 0.22
H -0.31 -5.96 1.33
```

Properties
* M: 594.0 Da
* max |F|: 2.43 eV/A
* relative energy (zero: lowest compared OMol25 entry of this formula, charge and spin): 0.46 kcal/mol
* SMILES: CCN(CC)CC.CCN(CC)CC.CCN(CC)CC.CC(C)=O.CC(C)=O.CC(C)=O.CC(C)=O.CC(C)=O
* 2S+1: 1



No. 3
Here is 5 unconnected molecules or ions with the total composition C33H75N8 from the Open Molecules 2025 dataset. Energies are from the ωB97M-V functional and the def2-TZVPD basis.

Geometry as XYZ:
```
116
C33H75N8 | the Open Molecules 2025 dataset | the ωB97M-V functional and the def2-TZVPD basis
N -0.82 2.26 1.57
N -0.76 0.86 1.89
C -1.95 0.21 1.67
N -3.03 0.93 1.33
N -2.02 -1.08 1.89
C -0.94 -1.97 2.30
C -0.71 -3.12 1.31
C -0.48 -2.65 -0.11
C 0.79 -2.77 -0.66
C 1.07 -2.29 -1.93
C 0.07 -1.69 -2.69
C -1.21 -1.59 -2.17
C -1.48 -2.07 -0.90
H -1.14 2.74 2.40
H 0.12 2.57 1.37
H 0.00 0.42 1.39
H -2.79 1.77 0.82
H -3.78 0.41 0.90
H -2.91 -1.53 1.70
H -0.01 -1.43 2.41
H -1.20 -2.39 3.28
H 0.24 -3.57 1.63
H -1.45 -3.92 1.39
H 1.59 -3.23 -0.09
H 2.07 -2.38 -2.33
H 0.27 -1.29 -3.67
H -2.01 -1.14 -2.74
H -2.49 -2.01 -0.50
C 2.49 1.82 -3.13
C 3.04 2.20 -4.49
N 2.32 1.58 -5.58
C 3.00 1.68 -6.86
C 3.21 3.08 -7.46
C 0.89 1.83 -5.60
C 0.41 3.29 -5.64
H 2.44 0.74 -3.02
H 3.13 2.21 -2.33
H 1.49 2.23 -2.97
H 4.08 1.86 -4.55
H 3.08 3.30 -4.56
H 2.46 1.06 -7.58
H 3.98 1.21 -6.74
H 2.28 3.49 -7.86
H 3.92 3.01 -8.29
H 3.62 3.78 -6.74
H 0.45 1.35 -4.72
H 0.48 1.29 -6.46
H 0.94 3.91 -4.92
H -0.65 3.33 -5.39
H 0.52 3.73 -6.63
C 4.39 8.46 0.73
C 3.92 7.01 0.78
N 3.75 6.43 -0.53
C 3.03 5.17 -0.52
C 3.67 3.97 0.19
C 4.91 6.49 -1.41
C 6.21 5.85 -0.92
H 3.72 9.06 0.11
H 4.39 8.88 1.74
H 5.40 8.55 0.35
H 2.95 6.98 1.28
H 4.61 6.44 1.42
H 2.81 4.89 -1.56
H 2.05 5.36 -0.06
H 4.51 3.56 -0.38
H 2.94 3.17 0.31
H 4.04 4.23 1.19
H 5.10 7.54 -1.63
H 4.62 6.05 -2.37
H 6.44 6.12 0.11
H 7.04 6.20 -1.54
H 6.20 4.76 -0.99
C -2.60 -1.42 8.72
C -3.40 -0.97 7.51
N -3.03 0.36 7.06
C -3.96 0.93 6.11
C -4.10 0.24 4.74
C -1.63 0.57 6.77
C -0.98 -0.32 5.69
H -2.67 -0.69 9.53
H -3.00 -2.37 9.09
H -1.55 -1.58 8.49
H -4.46 -0.94 7.78
H -3.30 -1.73 6.72
H -3.69 1.98 5.95
H -4.95 0.95 6.58
H -3.23 0.42 4.11
H -4.97 0.63 4.22
H -4.23 -0.84 4.85
H -1.06 0.45 7.69
H -1.50 1.62 6.49
H -1.24 -1.37 5.82
H 0.11 -0.24 5.76
H -1.26 -0.01 4.68
C -0.32 -7.14 -2.19
C -1.64 -7.78 -1.78
N -2.29 -7.06 -0.69
C -3.39 -7.81 -0.09
C -4.61 -8.12 -0.95
C -2.53 -5.66 -0.93
C -3.38 -5.26 -2.15
H 0.34 -7.02 -1.33
H 0.19 -7.78 -2.92
H -0.46 -6.16 -2.66
H -1.44 -8.79 -1.42
H -2.27 -7.88 -2.67
H -3.70 -7.26 0.81
H -2.97 -8.75 0.28
H -5.23 -7.24 -1.12
H -5.24 -8.86 -0.44
H -4.34 -8.54 -1.91
H -1.56 -5.16 -1.03
H -2.99 -5.22 -0.04
H -3.09 -5.82 -3.04
H -3.23 -4.20 -2.37
H -4.45 -5.41 -1.98
```

Properties
* calculated total energy: -47351.4177 eV
* charge: +1
* M: 584.0 Da
* max |F|: 0.63 eV/A
* 2S+1: 1